Computed, not measured: a cluster of 5 separate species, H12NO4 in total at a distorted geometry, with wB97M-V/def2-TZVPD.

Structure (XYZ):
```
17
Properties=species:S:1:pos:R:3:forces:R:3
N -1.53784 -0.06462 -0.28916 0.1070 -0.4980 1.3068
H -1.44042 0.60011 -1.06191 -0.0689 0.1881 0.2128
H -2.47946 -0.19948 0.08180 -0.2945 -0.1560 -0.9465
H -1.07440 -0.95588 -0.48137 -0.1768 0.1922 -0.2783
H -1.11017 0.29453 0.58795 0.4755 0.3482 -0.3983
H -0.15971 0.71150 2.73393 0.7162 0.1284 -0.1285
H -1.58464 0.54712 3.09743 -0.1465 0.0187 -0.5668
O -1.01350 0.63143 2.31339 -0.4805 -0.1179 0.8062
H 2.37035 -3.33952 0.67936 0.0917 -0.5261 1.5590
H 3.20334 -3.45293 -0.57828 0.7882 -0.4121 -0.2735
O 2.39886 -3.10706 -0.22350 -0.9208 1.1363 -1.2994
H 1.83266 -0.79961 -0.78381 -0.2167 0.1824 -0.2198
H 1.67151 0.55064 -1.50491 0.7850 0.7132 -0.6093
O 1.19037 -0.11648 -1.05102 -0.5916 -1.1483 0.8895
H -1.41673 3.35699 -1.05088 0.2707 0.3400 -0.1690
H 0.02340 2.77507 -1.38188 -0.4684 0.4040 0.0748
O -0.87361 2.56817 -1.08712 0.1304 -0.7932 0.0403
```
Positions in Å, forces in eV/Å.

Properties
Charge   +1
Relative energy (zero: lowest compared OMol25 entry of this formula, charge and spin)   0.747 eV
LUMO   -3.0 eV

natural (NBO) population analysis, charges in e, atoms 1 to 4: N -0.8849; H 0.4782; H 0.4301; H 0.4503